No. 1
{
  "formula": "C37H36Br4InN8O6",
  "method": "ωB97M-V/def2-TZVPD",
  "charge": 1,
  "relative_energy_kcal_mol": 3.23,
  "lumo_ev": -3.68,
  "orbital_gap_ev": 5.917,
  "species": ["In", "C", "O", "C", "N", "C", "C", "C", "C", "C", "C", "C", "C", "C", "C", "C", "C", "N", "C", "N", "C", "C", "O", "C", "C", "C", "C", "C", "C", "H", "H", "H", "H", "H", "H", "H", "H", "H", "H", "H", "H", "H", "H", "H", "H", "H", "H", "H", "Br", "C", "C", "Br", "C", "Br", "C", "O", "C", "O", "C", "Br", "C", "N", "C", "N", "C", "N", "C", "N", "C", "C", "H", "H", "H", "H", "H", "H", "H", "H", "H", "H", "H", "H", "N", "C", "C", "O", "O", "H", "H", "H", "H", "H"],
  "coordinates": [[0.055, 0.087, 0.244], [-4.063, -2.715, -1.345], [-2.785, -3.145, -1.879], [-1.877, -2.350, -1.301], [-2.234, -1.538, -0.401], [-3.678, -1.789, -0.175], [-4.536, -0.554, -0.085], [-5.751, -0.637, 0.589], [-6.582, 0.469, 0.668], [-6.196, 1.668, 0.082], [-4.988, 1.751, -0.593], [-4.159, 0.640, -0.683], [-0.499, -2.505, -1.797], [-0.193, -3.544, -2.665], [1.076, -3.607, -3.212], [1.967, -2.586, -2.932], [1.576, -1.591, -2.052], [0.391, -1.578, -1.436], [2.428, -0.414, -1.837], [2.135, 0.550, -1.068], [3.280, 1.483, -1.121], [4.098, 0.952, -2.315], [3.558, -0.372, -2.543], [2.909, 2.934, -1.263], [1.782, 3.324, -1.975], [1.495, 4.673, -2.130], [2.330, 5.634, -1.579], [3.469, 5.248, -0.884], [3.758, 3.900, -0.728], [-4.623, -3.597, -1.048], [-4.597, -2.179, -2.129], [-3.759, -2.327, 0.774], [-6.045, -1.568, 1.064], [-7.524, 0.399, 1.194], [-6.838, 2.536, 0.153], [-4.686, 2.682, -1.054], [-3.223, 0.695, -1.227], [-0.955, -4.267, -2.911], [1.351, -4.412, -3.879], [2.943, -2.536, -3.390], [3.856, 1.349, -0.201], [5.161, 0.861, -2.114], [3.935, 1.541, -3.216], [1.129, 2.573, -2.408], [0.616, 4.976, -2.685], [2.097, 6.684, -1.697], [4.133, 5.996, -0.471], [4.655, 3.594, -0.197], [-2.954, 5.771, -2.500], [-2.168, 4.552, -1.297], [-1.922, 4.918, 0.021], [-2.380, 6.632, 0.650], [-1.322, 3.995, 0.884], [-0.962, 4.403, 2.696], [-0.962, 2.728, 0.453], [-0.385, 1.842, 1.265], [-1.207, 2.357, -0.891], [-0.839, 1.145, -1.301], [-1.810, 3.274, -1.739], [-2.082, 2.715, -3.521], [-2.036, -0.397, 2.558], [-2.549, -0.923, 3.805], [-2.476, -2.384, 3.786], [-1.100, -2.859, 3.605], [-0.592, -2.350, 2.348], [-0.623, -0.855, 2.295], [0.185, -0.362, 3.469], [-0.326, -0.859, 4.728], [-1.714, -0.428, 4.899], [-0.286, -2.321, 4.701], [-2.026, 0.692, 2.585], [-2.660, -0.722, 1.739], [-3.095, -2.766, 2.972], [-2.863, -2.773, 4.728], [-1.202, -2.731, 1.530], [0.443, -2.673, 2.213], [0.150, 0.728, 3.451], [1.205, -0.712, 3.351], [-1.755, 0.662, 4.917], [-2.093, -0.812, 5.846], [-0.667, -2.707, 5.647], [0.747, -2.652, 4.577], [3.168, 3.189, 3.002], [2.146, 2.378, 2.348], [2.673, 0.964, 2.138], [3.860, 0.741, 2.641], [2.062, 0.067, 1.571], [3.443, 3.972, 2.424], [4.127, 1.624, 3.028], [2.845, 3.557, 3.887], [1.848, 2.778, 1.380], [1.225, 2.310, 2.928]]
}



No. 2
{
  "formula": "C54H126F6N18O24P6",
  "method": "ωB97M-V/def2-TZVPD",
  "charge": 1,
  "multiplicity": 2,
  "s_squared": 0.760,
  "lumo_ev": [-1.70, -6.79],
  "orbital_gap_ev": [8.137, 3.053],
  "species": ["C", "C", "O", "C", "O", "O", "F", "H", "H", "H", "C", "C", "O", "C", "O", "O", "F", "H", "H", "H", "C", "C", "O", "C", "O", "O", "F", "H", "H", "H", "C", "C", "O", "C", "O", "O", "F", "H", "H", "H", "C", "C", "O", "C", "O", "O", "F", "H", "H", "H", "C", "C", "O", "C", "O", "O", "F", "H", "H", "H", "O", "P", "N", "C", "C", "N", "C", "C", "N", "C", "C", "H", "H", "H", "H", "H", "H", "H", "H", "H", "H", "H", "H", "H", "H", "H", "H", "H", "H", "O", "P", "N", "C", "C", "N", "C", "C", "N", "C", "C", "H", "H", "H", "H", "H", "H", "H", "H", "H", "H", "H", "H", "H", "H", "H", "H", "H", "H", "O", "P", "N", "C", "C", "N", "C", "C", "N", "C", "C", "H", "H", "H", "H", "H", "H", "H", "H", "H", "H", "H", "H", "H", "H", "H", "H", "H", "H", "O", "P", "N", "C", "C", "N", "C", "C", "N", "C", "C", "H", "H", "H", "H", "H", "H", "H", "H", "H", "H", "H", "H", "H", "H", "H", "H", "H", "H", "O", "P", "N", "C", "C", "N", "C", "C", "N", "C", "C", "H", "H", "H", "H", "H", "H", "H", "H", "H", "H", "H", "H", "H", "H", "H", "H", "H", "H", "O", "P", "N", "C", "C", "N", "C", "C", "N", "C", "C", "H", "H", "H", "H", "H", "H", "H", "H", "H", "H", "H", "H", "H", "H", "H", "H", "H", "H"],
  "coordinates": [[-3.337, -4.335, 3.561], [-4.100, -4.994, 4.718], [-4.383, -6.185, 4.079], [-3.416, -6.424, 3.121], [-3.297, -7.507, 2.582], [-2.738, -5.355, 2.842], [-5.302, -4.353, 4.979], [-2.588, -3.680, 4.006], [-3.933, -3.713, 2.893], [-3.513, -5.138, 5.625], [-4.664, 3.711, 5.458], [-4.925, 2.250, 5.311], [-5.203, 2.096, 3.940], [-5.426, 3.231, 3.370], [-5.881, 3.368, 2.238], [-5.256, 4.188, 4.294], [-6.103, 1.940, 5.943], [-3.591, 3.897, 5.426], [-5.128, 4.163, 6.335], [-4.138, 1.610, 5.710], [-3.876, -3.818, -0.611], [-3.796, -2.498, 0.081], [-3.158, -1.639, -0.817], [-2.532, -2.388, -1.759], [-1.841, -1.934, -2.715], [-3.001, -3.614, -1.708], [-2.943, -2.737, 1.073], [-4.886, -3.940, -1.001], [-3.702, -4.655, 0.065], [-4.753, -2.153, 0.471], [3.568, -1.442, 5.007], [2.780, -2.637, 4.520], [2.092, -3.059, 5.654], [2.800, -2.667, 6.727], [2.668, -3.028, 7.948], [3.767, -1.885, 6.323], [3.680, -3.616, 4.215], [3.029, -0.502, 4.894], [4.501, -1.433, 4.443], [2.140, -2.375, 3.678], [5.302, 4.010, 4.160], [5.337, 2.821, 5.182], [5.758, 1.729, 4.370], [5.289, 2.000, 3.120], [5.338, 1.190, 2.199], [4.836, 3.279, 3.041], [4.217, 2.599, 5.871], [6.269, 4.497, 4.033], [4.542, 4.733, 4.456], [6.079, 3.082, 5.937], [-0.629, 1.968, 6.898], [0.836, 1.637, 6.910], [0.896, 0.198, 6.945], [-0.264, -0.280, 7.326], [-0.573, -1.469, 7.497], [-1.074, 0.786, 7.539], [1.451, 2.183, 8.010], [-0.950, 2.111, 5.866], [-0.887, 2.827, 7.517], [1.144, 2.101, 5.973], [3.006, -4.835, 0.270], [2.581, -6.271, 0.122], [3.599, -7.264, -0.831], [3.610, -8.659, -0.866], [4.572, -6.572, -1.609], [1.074, -6.622, -0.551], [0.816, -6.887, -2.041], [-0.151, -6.130, 0.152], [2.499, -7.081, 1.594], [1.969, -8.426, 1.810], [3.045, -6.431, 2.746], [2.600, -9.033, -0.696], [4.237, -9.072, -0.076], [3.877, -9.022, -1.859], [4.938, -7.247, -2.382], [5.407, -6.182, -1.026], [4.110, -5.680, -2.032], [1.709, -7.064, -2.640], [0.074, -7.667, -2.207], [0.348, -5.971, -2.401], [-0.034, -5.086, 0.443], [-1.054, -6.123, -0.459], [-0.452, -6.743, 1.001], [2.702, -9.229, 1.733], [1.278, -8.545, 2.644], [1.348, -8.716, 0.962], [3.784, -5.696, 2.427], [3.487, -6.997, 3.567], [2.247, -5.797, 3.133], [5.064, -3.698, -4.390], [4.713, -2.329, -4.090], [3.133, -2.048, -3.446], [2.209, -3.174, -3.241], [2.592, -0.712, -3.341], [4.583, -1.323, -5.441], [4.218, -1.872, -6.798], [4.871, 0.147, -5.399], [5.753, -1.558, -2.966], [5.668, -1.811, -1.526], [7.104, -1.355, -3.471], [2.367, -4.090, -3.810], [1.260, -2.744, -3.561], [2.252, -3.545, -2.218], [2.073, -0.582, -4.291], [3.428, -0.014, -3.289], [1.943, -0.489, -2.494], [3.142, -1.707, -6.858], [4.730, -1.259, -7.540], [4.513, -2.912, -6.937], [5.169, 0.476, -4.403], [5.767, 0.352, -5.984], [4.055, 0.799, -5.710], [6.450, -2.490, -1.185], [5.827, -0.899, -0.951], [4.713, -2.214, -1.188], [7.708, -2.234, -3.243], [7.437, -0.384, -3.105], [7.155, -1.231, -4.553], [1.764, 0.960, 3.249], [0.874, 0.490, 2.162], [0.672, 1.570, 0.825], [1.740, 2.432, 0.424], [-0.246, 1.177, -0.276], [-0.710, 0.084, 2.769], [-0.764, -1.065, 3.713], [-1.706, 1.112, 3.042], [1.414, -1.031, 1.397], [2.833, -1.133, 1.066], [0.594, -1.872, 0.506], [2.626, 1.816, 0.269], [1.958, 3.173, 1.192], [1.562, 2.944, -0.522], [0.239, 0.596, -1.060], [-0.780, 1.982, -0.781], [-1.047, 0.521, 0.065], [-0.726, -0.856, 4.782], [-1.668, -1.672, 3.660], [0.017, -1.805, 3.536], [-1.700, 1.955, 2.351], [-2.717, 0.712, 2.967], [-1.652, 1.562, 4.033], [3.039, -0.480, 0.219], [3.464, -0.709, 1.848], [3.149, -2.104, 0.684], [0.660, -1.516, -0.522], [-0.476, -1.991, 0.675], [0.913, -2.910, 0.597], [0.059, 4.182, -6.689], [0.267, 2.731, -6.523], [-1.056, 1.614, -6.381], [-0.937, 0.206, -6.003], [-2.349, 1.981, -7.039], [1.221, 2.410, -5.098], [2.584, 2.915, -5.134], [0.646, 2.517, -3.727], [1.308, 2.094, -7.697], [1.759, 0.741, -7.789], [1.504, 2.889, -8.971], [0.051, -0.039, -5.611], [-1.240, -0.523, -6.755], [-1.662, 0.045, -5.205], [-2.704, 2.988, -6.819], [-3.153, 1.306, -6.746], [-2.330, 1.934, -8.128], [2.513, 3.947, -4.789], [3.154, 2.231, -4.506], [2.922, 2.925, -6.171], [1.336, 2.582, -2.886], [0.085, 3.451, -3.714], [0.032, 1.640, -3.522], [1.581, 0.232, -6.842], [1.166, 0.168, -8.502], [2.780, 0.602, -8.143], [2.362, 2.441, -9.472], [1.665, 3.962, -8.863], [0.656, 2.800, -9.650], [-5.515, -0.118, -1.245], [-5.621, 1.023, -2.152], [-7.039, 1.971, -1.936], [-8.232, 1.161, -2.092], [-7.110, 3.433, -2.049], [-5.797, 0.594, -3.844], [-6.049, -0.781, -4.104], [-6.188, 1.551, -4.900], [-4.316, 2.147, -2.246], [-3.948, 2.843, -0.999], [-3.087, 1.722, -3.015], [-8.129, 0.200, -1.588], [-8.513, 1.097, -3.144], [-9.027, 1.630, -1.513], [-6.717, 3.728, -3.022], [-6.533, 3.898, -1.251], [-8.132, 3.806, -1.978], [-5.818, -1.069, -5.129], [-5.560, -1.529, -3.480], [-7.099, -0.940, -3.860], [-6.383, 1.110, -5.878], [-6.962, 2.259, -4.604], [-5.351, 2.246, -4.979], [-3.396, 2.107, -0.414], [-3.356, 3.752, -1.105], [-4.863, 3.055, -0.447], [-2.297, 1.466, -2.310], [-2.703, 2.609, -3.518], [-3.404, 0.855, -3.594], [-1.519, 4.155, 4.218], [-1.088, 5.418, 3.577], [0.644, 5.573, 3.670], [1.377, 4.315, 3.938], [1.426, 6.684, 3.107], [-1.753, 6.808, 4.369], [-1.999, 6.790, 5.831], [-1.459, 8.169, 3.893], [-1.360, 5.674, 1.879], [-2.790, 5.711, 1.443], [-0.540, 4.955, 0.875], [2.160, 4.459, 4.683], [1.903, 3.908, 3.075], [0.714, 3.524, 4.289], [2.495, 6.496, 3.016], [1.354, 7.649, 3.609], [1.086, 6.914, 2.097], [-2.823, 6.086, 5.943], [-1.087, 6.456, 6.326], [-2.100, 7.767, 6.303], [-0.624, 8.604, 4.442], [-1.222, 8.171, 2.829], [-2.295, 8.821, 4.150], [-3.294, 6.635, 1.723], [-2.854, 5.607, 0.360], [-3.320, 4.921, 1.975], [-0.656, 3.931, 1.230], [0.489, 5.313, 0.925], [-0.923, 4.933, -0.145]]
}



No. 3
{
  "formula": "C49H58MoN6O5PS2",
  "method": "ωB97M-V/def2-TZVPD",
  "charge": -1,
  "lumo_ev": [2.23, 2.23],
  "orbital_gap_ev": [5.461, 5.478],
  "species": ["Mo", "C", "O", "C", "C", "C", "C", "C", "C", "N", "N", "C", "O", "C", "C", "C", "C", "C", "C", "C", "O", "H", "H", "H", "H", "H", "H", "H", "H", "H", "H", "H", "H", "N", "C", "C", "C", "C", "C", "C", "C", "C", "C", "C", "C", "C", "H", "H", "H", "H", "H", "H", "H", "H", "H", "H", "O", "C", "C", "C", "C", "C", "C", "C", "O", "N", "N", "C", "S", "C", "C", "S", "H", "H", "H", "H", "H", "H", "H", "H", "H", "C", "C", "C", "C", "P", "N", "C", "C", "C", "C", "C", "C", "C", "C", "H", "H", "H", "H", "H", "H", "H", "H", "H", "H", "H", "H", "H", "H", "H", "H", "H", "H", "H", "H", "H", "H", "H", "H", "H", "H", "H"],
  "coordinates": [[-0.460, 0.457, -0.755], [-2.476, 4.443, -1.300], [-1.234, 5.098, -1.182], [-0.135, 4.573, -1.829], [0.749, 5.515, -2.344], [1.932, 5.132, -2.964], [2.241, 3.800, -3.083], [1.385, 2.810, -2.568], [1.717, 1.445, -2.713], [0.989, 0.416, -2.270], [1.273, -0.736, -2.908], [0.450, -1.698, -2.582], [-0.454, -1.500, -1.670], [0.489, -2.997, -3.236], [1.568, -3.391, -4.038], [1.599, -4.656, -4.584], [0.559, -5.551, -4.360], [-0.531, -5.156, -3.596], [-0.565, -3.900, -3.033], [0.172, 3.198, -1.915], [-0.592, 2.258, -1.404], [-3.138, 4.935, -0.587], [-2.421, 3.378, -1.064], [-2.878, 4.563, -2.315], [0.494, 6.557, -2.229], [2.596, 5.885, -3.364], [3.157, 3.485, -3.562], [2.546, 1.180, -3.365], [2.367, -2.686, -4.201], [2.438, -4.974, -5.189], [0.602, -6.551, -4.769], [-1.351, -5.844, -3.433], [-1.411, -3.585, -2.437], [-1.975, -1.015, 0.282], [-3.374, -0.962, 0.273], [-4.091, -1.138, 1.449], [-5.470, -1.231, 1.419], [-6.129, -1.123, 0.208], [-5.418, -0.885, -0.954], [-4.025, -0.808, -0.957], [-3.293, -0.522, -2.203], [-3.895, -0.957, -3.391], [-3.442, -0.545, -4.625], [-2.388, 0.350, -4.673], [-1.737, 0.703, -3.505], [-2.105, 0.248, -2.232], [-1.595, -1.215, 1.203], [-1.655, -1.726, -0.374], [-3.559, -1.213, 2.389], [-6.024, -1.390, 2.332], [-7.206, -1.209, 0.168], [-5.959, -0.746, -1.876], [-4.719, -1.659, -3.341], [-3.915, -0.897, -5.532], [-2.046, 0.747, -5.620], [-0.897, 1.379, -3.612], [-3.899, 2.263, 1.617], [-3.230, 3.229, 2.286], [-3.952, 4.135, 3.054], [-3.309, 5.138, 3.758], [-1.926, 5.253, 3.700], [-1.196, 4.371, 2.935], [-1.828, 3.347, 2.220], [-1.037, 2.465, 1.368], [-1.580, 1.458, 0.747], [0.236, 2.733, 1.268], [0.998, 1.963, 0.461], [2.139, 2.569, 0.343], [2.232, 4.056, 1.294], [3.950, 4.421, 0.756], [4.646, 3.094, 0.590], [3.573, 2.049, -0.479], [-3.218, 1.743, 1.128], [-5.026, 4.034, 3.079], [-3.889, 5.834, 4.348], [-1.425, 6.038, 4.247], [-0.123, 4.451, 2.860], [4.405, 5.036, 1.531], [3.899, 4.971, -0.184], [4.756, 2.589, 1.551], [5.616, 3.160, 0.102], [4.006, -3.079, 1.506], [2.952, -2.436, 0.607], [2.479, -3.456, -0.429], [3.593, -1.302, -0.190], [1.367, -1.698, 1.454], [0.600, -0.744, 0.527], [0.293, -3.254, 2.029], [1.055, -4.444, 2.614], [-0.487, -3.726, 0.787], [-0.706, -2.796, 3.098], [1.940, -0.803, 3.088], [2.411, -1.670, 4.251], [3.069, 0.140, 2.677], [0.775, 0.085, 3.520], [4.785, -3.512, 0.875], [3.601, -3.873, 2.125], [4.482, -2.345, 2.149], [3.335, -3.827, -0.997], [1.806, -2.974, -1.132], [1.977, -4.313, 0.007], [4.234, -1.711, -0.972], [4.195, -0.642, 0.424], [2.812, -0.718, -0.669], [1.724, -4.896, 1.888], [0.334, -5.208, 2.915], [1.635, -4.173, 3.491], [-0.254, -4.762, 0.548], [-0.231, -3.122, -0.081], [-1.563, -3.667, 0.952], [-0.255, -2.791, 4.089], [-1.557, -3.479, 3.136], [-1.077, -1.795, 2.890], [3.192, -2.357, 3.944], [1.601, -2.243, 4.691], [2.813, -1.024, 5.032], [4.020, -0.373, 2.563], [3.201, 0.918, 3.431], [2.802, 0.616, 1.739], [0.041, -0.446, 4.117], [0.293, 0.491, 2.631], [1.136, 0.923, 4.113]]
}



No. 4
{
  "formula": "C2H5ClN2S",
  "method": "ωB97M-V/def2-TZVPD",
  "charge": 0,
  "relative_energy_kcal_mol": 66.82,
  "lumo_ev": [-2.20, -2.90],
  "orbital_gap_ev": [6.159, 5.447],
  "species": ["C", "C", "N", "N", "S", "Cl", "H", "H", "H", "H", "H"],
  "coordinates": [[-0.203, -1.106, -0.153], [0.543, 0.027, 0.101], [-1.492, -1.281, 0.219], [2.237, 1.935, -0.005], [2.263, 0.358, -0.126], [-2.540, 1.401, -0.250], [0.118, -2.065, -0.616], [0.121, 1.044, 0.474], [-2.027, -2.184, -0.136], [3.119, 2.257, 0.288], [-2.139, -0.386, 0.203]]
}